[1]
76
Properties=species:S:1:pos:R:3:forces:R:3 method="wB97M-V/def2-TZVPD" gap_ha="0.1419 / 0.1765" lumo_energy_ha="-0.0307 / -0.0121"
Ti -0.136 -1.684 1.155 0.4 0.0 -2.2
Br 2.724 -3.865 1.537 -0.1 0.0 0.0
C 1.687 -3.341 3.028 0.2 0.0 -0.2
C 2.069 -3.820 4.268 0.0 -0.1 0.0
C 1.304 -3.506 5.378 0.0 0.0 -0.1
C 0.175 -2.727 5.189 -0.1 0.1 0.1
C -0.130 -2.286 3.925 0.1 0.1 0.0
N 0.622 -2.555 2.820 0.4 -1.0 1.9
C -1.344 -1.434 3.656 -0.1 0.2 0.0
O -2.075 -1.066 4.546 0.0 -0.1 0.1
O -1.460 -1.140 2.389 -0.8 0.7 1.2
H 2.947 -4.443 4.345 0.0 0.0 0.0
H 1.584 -3.872 6.356 0.0 0.0 0.0
H -0.490 -2.445 5.994 0.0 0.0 0.0
F -1.574 -3.330 -0.698 0.2 0.0 0.2
C -0.759 -3.541 0.428 -1.1 -0.9 -0.5
F -1.675 -3.871 1.456 0.2 -0.1 -0.2
H -0.235 -4.473 0.199 0.3 0.1 0.2
O -1.033 -0.527 -0.224 -0.3 0.5 0.0
P -1.002 0.929 -0.586 0.4 0.0 -0.6
N 0.015 1.789 0.397 -0.3 0.2 0.1
C 0.705 3.055 0.097 0.2 -0.1 -0.1
C 0.344 3.954 1.271 0.0 0.0 0.0
C 0.393 2.975 2.442 0.0 0.0 0.0
C -0.180 1.678 1.860 0.0 0.0 -0.1
N -2.567 1.448 -0.519 0.0 0.0 0.3
C -3.582 0.762 0.310 0.0 0.0 0.0
C -4.140 1.881 1.178 0.0 0.0 0.0
C -4.161 3.074 0.222 0.0 0.0 0.0
C -2.926 2.866 -0.675 0.0 0.0 0.0
N -0.399 1.091 -2.114 -0.2 0.0 0.0
C -0.637 -0.101 -2.986 0.1 0.0 0.0
C -0.710 0.462 -4.404 0.0 0.0 0.0
C -1.202 1.891 -4.198 0.0 0.0 0.0
C -0.463 2.313 -2.935 0.0 0.0 0.0
H 0.419 3.468 -0.864 -0.1 0.0 -0.1
H 1.787 2.884 0.074 0.0 0.0 0.0
H -0.669 4.345 1.146 0.0 0.0 0.0
H 1.028 4.794 1.381 0.0 0.0 0.0
H -0.167 3.308 3.314 0.0 0.0 0.0
H 1.431 2.825 2.746 0.0 0.0 0.0
H -1.237 1.558 2.108 0.0 0.0 0.0
H 0.354 0.808 2.252 0.0 0.0 0.0
H -3.139 -0.051 0.879 0.0 0.0 0.0
H -4.361 0.347 -0.336 0.0 0.0 0.0
H -3.469 2.067 2.019 0.0 0.0 0.0
H -5.126 1.646 1.577 0.0 0.0 0.0
H -4.132 4.035 0.734 0.0 0.0 0.0
H -5.067 3.048 -0.385 0.0 0.0 0.0
H -2.100 3.511 -0.362 0.0 0.0 0.0
H -3.153 3.102 -1.717 0.0 0.0 0.0
H -1.568 -0.602 -2.710 0.0 0.0 0.0
H 0.176 -0.814 -2.862 0.0 0.0 0.0
H -1.376 -0.128 -5.031 0.0 0.0 0.0
H 0.279 0.465 -4.865 0.0 0.0 0.0
H -2.279 1.892 -4.013 0.0 0.0 0.0
H -0.994 2.551 -5.040 0.0 0.0 0.0
H -0.975 3.129 -2.428 0.0 0.0 0.1
H 0.551 2.646 -3.176 0.0 0.0 0.0
C 3.348 0.206 0.277 -0.1 -0.1 0.0
C 2.501 -0.911 -0.241 -1.1 0.2 1.0
O 1.436 -1.239 0.473 1.9 0.6 -0.9
C 2.777 -1.602 -1.448 -0.1 -0.3 -0.2
C 1.884 -2.577 -1.956 0.1 0.1 0.1
C 2.166 -3.254 -3.124 0.1 0.0 -0.1
C 3.338 -2.995 -3.833 0.0 0.0 0.0
C 4.221 -2.032 -3.355 -0.1 0.0 0.0
C 3.952 -1.341 -2.190 -0.1 0.0 0.0
H 2.895 0.610 1.181 0.0 0.0 0.0
H 3.441 1.012 -0.457 0.0 0.1 0.0
H 4.360 -0.131 0.524 0.1 0.0 0.0
H 0.965 -2.776 -1.421 0.0 0.0 0.0
H 1.464 -3.992 -3.493 0.0 0.0 0.0
H 3.560 -3.535 -4.745 0.0 0.0 0.0
H 5.133 -1.820 -3.900 0.0 0.0 0.0
H 4.654 -0.594 -1.840 0.0 0.0 0.0


[2]
45
Properties=species:S:1:pos:R:3:forces:R:3 method="wB97M-V/def2-TZVPD" gap_ha=0.3262 lumo_energy_ha=-0.0181 e_above_lowest_kj_mol=2.3 smiles="CN(C)C(=O)COC(=O)c1cccc(CN2C(=O)c3ccccc3C2=O)c1"
C -4.851 -0.900 1.657 0.1 0.1 0.1
N -5.391 -1.277 0.375 -0.1 -0.3 0.2
C -5.799 -2.661 0.269 -0.1 -0.1 -0.2
C -5.484 -0.487 -0.713 0.2 0.4 0.0
O -5.986 -0.861 -1.754 -0.1 0.1 -0.3
C -4.964 0.951 -0.587 -0.4 0.2 -0.6
O -3.660 1.024 -0.025 0.1 -0.1 0.3
C -2.657 1.436 -0.823 0.0 0.2 -0.4
O -2.807 1.784 -1.966 0.0 -0.1 0.1
C -1.351 1.428 -0.118 0.2 0.0 0.2
C -1.242 1.165 1.245 -0.1 0.0 -0.2
C 0.002 1.192 1.848 0.1 0.0 0.1
C 1.133 1.477 1.103 -0.1 0.0 -0.1
C 1.036 1.733 -0.260 -0.1 0.0 0.0
C 2.276 2.031 -1.063 -0.1 0.1 -0.1
N 3.311 1.049 -0.817 -0.3 0.3 -0.1
C 4.483 1.327 -0.128 0.0 0.2 0.0
O 4.777 2.405 0.325 0.1 0.0 0.1
C 5.230 0.047 -0.091 0.0 -0.7 -0.2
C 6.461 -0.261 0.449 -0.1 0.1 0.0
C 6.911 -1.572 0.323 0.0 0.1 0.0
C 6.149 -2.533 -0.322 -0.1 -0.1 -0.1
C 4.907 -2.221 -0.867 -0.1 0.1 0.0
C 4.461 -0.923 -0.741 0.6 0.1 0.3
C 3.207 -0.280 -1.208 -0.1 -0.1 -0.1
O 2.273 -0.754 -1.801 0.0 0.0 0.0
C -0.209 1.705 -0.864 -0.1 0.0 0.1
H -5.468 -1.345 2.442 0.0 0.0 0.0
H -3.827 -1.268 1.770 0.0 0.0 0.1
H -4.851 0.178 1.783 0.0 0.0 0.1
H -4.959 -3.320 0.498 0.0 0.0 0.0
H -6.136 -2.840 -0.749 0.0 -0.1 0.1
H -6.616 -2.869 0.964 0.0 0.0 0.0
H -5.639 1.536 0.048 0.1 -0.1 0.0
H -4.952 1.379 -1.595 -0.1 -0.2 0.3
H -2.127 0.951 1.822 -0.1 0.0 0.0
H 0.092 0.993 2.905 0.0 0.0 0.1
H 2.101 1.505 1.584 0.1 0.0 0.1
H 2.038 2.036 -2.130 0.0 0.1 0.1
H 2.695 3.001 -0.775 0.0 -0.1 -0.1
H 7.049 0.493 0.948 0.1 0.1 0.1
H 7.872 -1.844 0.734 0.1 0.0 0.0
H 6.526 -3.541 -0.405 0.0 -0.1 0.0
H 4.308 -2.964 -1.371 -0.1 -0.1 -0.1
H -0.320 1.895 -1.921 0.0 0.0 -0.1


[3]
96
Properties=species:S:1:pos:R:3:forces:R:3 method="wB97M-V/def2-TZVPD" gap_ha=0.3211 lumo_energy_ha=-0.0268 e_above_lowest_kj_mol=1408.2 smiles="CCNB1OB(OCC)OB(N(C(C)=O)C(C)=O)O1.CC#N.CC#N.CC#N.CC#N.CC#N.CC#N.CC#N.CC#N.CC#N.CC#N"
C -4.238 0.781 -1.782 0.3 0.0 -0.5
C -4.298 -0.784 -2.285 -1.0 0.9 -1.0
N -4.261 -1.804 -1.153 3.7 0.2 -0.3
B -3.124 -2.817 -1.352 -1.0 0.4 0.6
O -2.770 -3.455 -2.637 2.8 1.8 2.2
B -1.282 -3.465 -2.839 -1.5 -0.4 -1.4
O -0.812 -3.168 -4.204 0.3 0.3 4.3
C 0.484 -2.477 -4.222 1.7 0.8 -1.6
C 0.462 -1.049 -5.093 0.8 -0.2 1.0
O -0.455 -3.821 -1.671 -1.7 3.5 -0.2
B -0.912 -2.920 -0.594 -2.9 -1.7 0.2
N -0.126 -1.789 0.041 2.3 0.8 -2.5
C -0.017 -0.569 -0.846 -2.3 2.1 -3.5
C 1.259 0.490 -0.652 -1.3 0.5 0.6
O -0.913 -0.208 -1.795 4.7 -3.2 5.7
C 1.206 -2.234 0.603 1.5 0.3 6.9
C 2.541 -2.646 -0.276 -0.5 -0.4 0.4
O 1.298 -2.265 1.962 -0.7 0.0 -8.8
O -2.319 -3.112 -0.114 2.5 1.3 -3.8
H -3.168 1.121 -1.406 -2.3 -1.0 -0.8
H -5.016 1.004 -0.935 1.4 -0.5 -1.7
H -4.478 1.443 -2.739 0.4 -1.3 2.1
H -3.400 -0.943 -3.024 -1.9 0.3 1.2
H -5.344 -0.947 -2.834 2.4 0.5 0.9
H -4.014 -1.225 -0.296 -0.5 -1.4 -1.1
H 0.917 -2.191 -3.174 -1.1 -0.9 -1.8
H 1.249 -3.192 -4.786 -1.5 1.5 1.4
H -0.478 -0.404 -4.825 1.7 -1.4 -0.7
H 1.411 -0.447 -4.689 -2.0 -1.2 -0.9
H 0.634 -1.210 -6.239 -0.7 0.3 2.3
H 2.134 0.284 -1.410 -1.8 0.3 1.6
H 0.796 1.563 -0.894 1.0 -2.6 0.3
H 1.611 0.542 0.476 -0.5 -0.4 -2.5
H 3.428 -2.747 0.512 -2.1 0.3 -1.8
H 2.329 -3.714 -0.765 0.4 2.4 1.0
H 2.808 -1.860 -1.126 -0.8 -1.7 1.9
C 0.832 -4.478 4.840 0.5 -1.2 -0.3
C 1.409 -5.833 4.465 3.2 -7.4 -2.1
N 1.888 -6.958 4.155 -3.8 9.0 2.5
H 1.593 -3.702 4.716 -0.1 -0.2 0.0
H -0.021 -4.245 4.197 0.2 -0.1 0.1
H 0.501 -4.489 5.882 0.1 -0.1 -0.2
C 0.533 4.587 0.426 1.1 -0.5 -0.3
C 1.850 3.905 0.093 7.1 -3.6 -1.8
N 2.943 3.339 -0.182 -8.6 4.5 2.1
H 0.719 5.489 1.015 0.1 -0.2 -0.1
H 0.014 4.864 -0.496 0.1 -0.1 0.0
H -0.102 3.909 1.002 0.2 0.0 -0.2
C -3.220 -6.609 0.297 -1.2 -0.3 0.2
C -4.690 -6.907 0.544 -8.1 -1.6 1.4
N -5.909 -7.154 0.749 9.8 2.0 -1.6
H -2.748 -6.268 1.223 -0.2 0.0 -0.1
H -2.710 -7.512 -0.051 -0.2 0.1 0.1
H -3.120 -5.829 -0.462 -0.1 -0.1 0.1
C -0.313 -4.599 9.493 -0.4 0.7 -0.9
C -0.679 -3.690 8.330 -2.0 4.9 -6.3
N -0.983 -2.936 7.366 2.4 -6.0 7.7
H 0.215 -4.027 10.261 -0.1 -0.1 -0.2
H -1.219 -5.029 9.929 0.1 0.1 -0.2
H 0.333 -5.408 9.144 -0.1 0.2 0.0
C 3.883 4.554 -3.621 -0.7 -0.5 -0.9
C 3.072 3.898 -4.727 -4.4 -3.5 -6.0
N 2.399 3.354 -5.644 5.3 4.4 7.4
H 3.513 4.229 -2.645 0.0 -0.1 -0.2
H 4.936 4.274 -3.715 -0.2 0.0 -0.1
H 3.796 5.642 -3.690 -0.1 -0.2 -0.1
C -1.258 3.011 -4.877 -0.2 0.8 0.9
C -1.480 3.957 -3.708 -1.2 5.1 6.4
N -1.665 4.741 -2.738 1.6 -6.2 -7.7
H -0.863 2.058 -4.516 -0.1 0.2 0.1
H -2.203 2.831 -5.396 0.1 0.1 0.2
H -0.543 3.449 -5.580 -0.1 0.0 0.2
C -3.190 4.062 2.640 0.2 -0.5 -1.1
C -2.903 3.451 1.279 1.5 -3.3 -7.4
N -2.664 2.943 0.149 -1.8 4.1 9.1
H -2.938 5.126 2.632 0.0 -0.2 -0.1
H -4.250 3.949 2.884 0.2 0.0 -0.1
H -2.593 3.561 3.408 -0.1 0.0 -0.2
C 3.990 2.085 -8.237 0.5 -1.2 -0.3
C 4.567 0.729 -8.611 3.2 -7.4 -2.1
N 5.045 -0.395 -8.922 -3.8 9.0 2.5
H 4.750 2.860 -8.360 -0.1 -0.2 0.0
H 3.136 2.317 -8.880 0.2 -0.1 0.1
H 3.658 2.074 -7.195 0.1 -0.1 -0.2
C 1.627 8.614 1.653 -1.2 -0.2 0.2
C 0.157 8.316 1.900 -8.1 -1.6 1.4
N -1.063 8.069 2.104 9.8 1.9 -1.6
H 2.098 8.955 2.579 -0.2 -0.1 -0.1
H 2.137 7.712 1.305 -0.2 0.1 0.1
H 1.726 9.395 0.894 -0.1 -0.1 0.1
C 1.944 -1.196 9.758 0.5 -1.1 -0.3
C 2.520 -2.551 9.384 3.2 -7.4 -2.1
N 2.999 -3.676 9.073 -3.9 9.0 2.5
H 2.704 -0.420 9.635 -0.1 -0.2 0.0
H 1.090 -0.963 9.115 0.1 -0.2 0.0
H 1.612 -1.207 10.800 0.1 -0.1 -0.2


[4]
103
Properties=species:S:1:pos:R:3:forces:R:3 method="wB97M-V/def2-TZVPD" gap_ha=0.1284 lumo_energy_ha=-0.1548 e_above_lowest_kj_mol=0.0 charge=+1
C 0.525 -0.071 -3.727 -0.8 0.4 0.8
O -0.386 -0.017 -2.601 1.1 -2.4 -0.6
C -0.616 1.156 -1.974 -1.9 1.4 0.1
C 0.525 2.040 -1.743 0.6 0.0 -0.1
C 0.612 3.303 -2.349 0.2 -0.2 0.4
C 1.710 4.122 -2.091 -0.1 -0.1 0.0
C 2.741 3.665 -1.265 0.0 0.0 0.0
C 2.693 2.378 -0.718 0.0 -0.1 -0.1
C 1.606 1.553 -0.982 -0.4 0.5 -0.1
C -1.946 1.449 -1.727 2.9 -0.7 -1.3
N -2.451 2.632 -1.302 -0.9 0.8 0.5
C -1.827 3.720 -0.653 -0.3 0.3 0.5
C -2.182 5.018 -1.037 0.4 -0.1 0.0
C -1.565 6.102 -0.411 0.0 -0.3 0.1
C -0.647 5.883 0.622 0.1 0.0 0.0
C -0.349 4.584 1.048 -0.2 0.1 -0.3
C -0.959 3.501 0.423 0.0 0.1 -0.3
N -3.826 2.651 -1.408 -1.0 -1.5 -0.2
C -4.169 1.455 -1.836 0.9 1.3 0.5
C -5.552 1.000 -1.937 -1.1 0.0 0.1
C -5.953 -0.332 -1.695 0.3 0.5 -0.2
C -7.298 -0.688 -1.773 -0.1 0.4 -0.1
C -8.259 0.283 -2.079 0.2 0.1 0.0
C -7.877 1.617 -2.291 0.1 -0.3 0.2
C -6.536 1.978 -2.194 0.2 -0.5 -0.1
N -3.047 0.664 -2.071 -0.5 0.3 0.4
C -3.050 -0.536 -2.843 0.3 -0.1 -0.1
C -2.802 -1.750 -2.223 -0.1 -0.6 -0.1
C -2.832 -2.934 -2.970 0.0 0.5 0.2
C -3.071 -2.875 -4.345 0.0 0.0 -0.1
C -3.289 -1.644 -4.970 0.0 0.2 0.3
C -3.284 -0.467 -4.208 -0.1 -0.3 -0.3
H 0.367 -1.073 -4.127 0.2 0.1 -0.1
H 0.260 0.698 -4.470 0.1 -0.2 0.1
H 1.562 0.066 -3.392 -0.2 0.0 -0.2
H -0.210 3.619 -2.994 0.3 0.0 0.2
H 1.746 5.126 -2.523 0.1 -0.3 0.1
H 3.589 4.313 -1.047 -0.2 -0.1 -0.1
H 3.491 2.000 -0.076 -0.1 0.2 -0.2
H 1.532 0.541 -0.577 0.1 0.3 0.0
H -2.906 5.155 -1.840 0.2 0.0 0.2
H -1.797 7.116 -0.743 0.1 -0.3 0.2
H -0.158 6.731 1.103 -0.1 -0.2 -0.1
H 0.365 4.414 1.858 -0.3 0.1 -0.2
H -0.760 2.476 0.730 0.0 0.2 0.0
H -5.204 -1.080 -1.445 -0.2 0.1 -0.1
H -7.594 -1.724 -1.598 0.1 0.3 0.0
H -9.309 0.003 -2.149 0.3 0.1 0.0
H -8.623 2.376 -2.531 0.2 -0.3 0.1
H -6.208 3.008 -2.323 -0.2 -0.2 0.0
H -2.609 -1.762 -1.151 0.0 0.0 -0.2
H -2.666 -3.889 -2.466 0.0 0.3 -0.2
H -3.082 -3.795 -4.934 0.0 0.3 0.2
H -3.464 -1.585 -6.047 0.0 -0.1 0.4
H -3.450 0.509 -4.664 0.0 -0.3 0.1
C 5.902 -2.964 -2.112 0.0 -0.6 -0.2
N 6.322 -1.991 -1.129 -0.7 -0.1 0.7
C 7.448 -1.198 -1.551 0.4 0.6 -0.3
C 7.978 -0.328 -0.428 -0.1 -0.1 0.1
C 6.833 0.471 0.185 0.3 0.6 -0.3
C 5.710 -0.422 0.603 -0.5 0.2 0.7
C 5.575 -1.693 -0.029 0.1 0.1 -0.8
C 4.633 -2.614 0.494 -0.5 0.0 0.4
C 3.782 -2.237 1.509 0.0 0.1 -0.5
C 3.743 -0.892 2.006 0.1 -0.1 0.0
C 2.770 -0.411 2.913 0.0 -0.7 -0.2
C 1.545 -1.034 3.243 -0.3 -0.1 -0.2
C 0.846 -0.672 4.434 -0.4 -0.3 -0.1
C -0.310 -1.313 4.837 0.6 0.3 -0.2
C -0.820 -2.414 4.081 -0.3 -0.2 0.2
N -1.878 -3.137 4.541 0.6 0.3 -0.7
C -2.465 -4.206 3.766 -0.1 -0.4 -0.3
C -2.669 -2.733 5.679 -0.4 0.5 0.5
C -1.840 -1.991 6.711 0.2 -0.2 0.0
C -1.053 -0.865 6.053 -0.3 0.4 0.5
C -0.203 -2.716 2.840 0.4 0.0 -0.3
C 0.915 -2.028 2.425 0.0 -0.3 0.3
C 4.791 -0.029 1.558 0.4 -0.5 -0.2
H 4.981 -3.457 -1.798 0.2 0.1 -0.2
H 5.729 -2.480 -3.088 0.0 0.0 0.4
H 6.685 -3.723 -2.259 -0.2 0.1 0.1
H 8.227 -1.881 -1.921 -0.2 0.1 0.1
H 7.143 -0.566 -2.405 0.1 -0.1 0.2
H 8.436 -0.960 0.342 0.0 0.1 -0.1
H 8.744 0.337 -0.830 0.0 -0.1 0.1
H 7.200 1.033 1.051 -0.1 0.0 -0.1
H 6.481 1.211 -0.551 0.0 -0.1 0.2
H 4.596 -3.627 0.089 0.0 0.3 0.4
H 3.118 -2.990 1.925 0.2 0.2 0.0
H 3.012 0.510 3.445 -0.1 -0.1 -0.1
H 1.246 0.131 5.059 -0.1 -0.2 -0.2
H -1.693 -4.749 3.214 -0.3 0.0 0.2
H -2.954 -4.896 4.465 0.2 0.1 -0.3
H -3.224 -3.852 3.049 0.2 0.0 0.2
H -3.505 -2.083 5.356 0.2 -0.3 0.0
H -3.107 -3.643 6.106 0.1 0.3 0.0
H -2.507 -1.590 7.478 0.1 -0.1 0.0
H -1.147 -2.693 7.187 -0.1 0.1 0.0
H -0.348 -0.444 6.775 -0.1 0.1 -0.1
H -1.759 -0.062 5.785 0.2 -0.1 0.0
H -0.617 -3.504 2.208 0.2 0.5 0.1
H 1.325 -2.263 1.447 -0.2 0.2 0.2
H 4.872 0.975 1.985 0.0 -0.3 -0.1